<one>
58
Properties=species:S:1:pos:R:3:lowdin_charge:R:1 method="wB97M-V/def2-TZVPD" homo_energy_ev=-8.20 charge=0 spin_multiplicity=1 homo_lumo_gap_ev=8.01
C -3.001 4.558 -2.465 -0.10
C -2.269 5.500 -1.517 -0.25
C -0.750 5.320 -1.557 -0.19
C -0.135 5.937 -2.819 -0.21
N 1.234 5.562 -3.074 -0.29
S 1.490 4.267 -4.083 0.67
O 2.894 4.225 -4.365 -0.28
O 0.563 4.383 -5.170 -0.28
C 1.060 2.809 -3.126 -0.26
C 1.965 2.317 -2.203 -0.05
C 1.613 1.234 -1.419 0.00
C 0.356 0.652 -1.566 -0.13
C -0.540 1.151 -2.510 0.01
C -0.187 2.234 -3.293 -0.06
H -0.850 2.641 -4.039 0.11
H -1.504 0.674 -2.612 0.12
C -0.053 -0.506 -0.740 -0.46
O -1.183 -0.992 -0.801 -0.08
N 0.910 -0.995 0.085 0.12
C 0.552 -2.026 0.790 -0.50
N 1.372 -2.650 1.648 -0.08
C 0.804 -3.728 2.298 -0.24
C 1.403 -4.560 3.234 0.00
C 0.671 -5.595 3.778 0.00
C -0.658 -5.811 3.399 -0.22
C -1.259 -4.975 2.461 -0.03
C -0.525 -3.940 1.917 -0.42
S -1.044 -2.753 0.725 1.19
H -2.283 -5.126 2.155 0.11
N -1.428 -6.849 3.928 0.11
C -1.086 -7.795 4.855 -0.51
O -0.004 -7.876 5.386 0.07
C -2.231 -8.743 5.147 0.00
H -3.086 -8.193 5.535 0.08
H -1.910 -9.470 5.887 0.08
H -2.529 -9.264 4.240 0.08
H -2.370 -6.893 3.563 0.14
H 1.120 -6.250 4.505 0.10
H 2.427 -4.407 3.537 0.11
C 2.732 -2.226 1.857 0.00
H 2.918 -1.373 1.210 0.08
H 2.880 -1.938 2.899 0.10
H 3.420 -3.035 1.607 0.10
H 2.296 0.826 -0.691 0.11
H 2.937 2.778 -2.129 0.11
C 2.216 5.796 -2.049 -0.09
H 2.205 6.852 -1.775 0.10
H 2.047 5.190 -1.152 0.09
H 3.185 5.547 -2.477 0.08
H -0.185 7.030 -2.751 0.13
H -0.683 5.624 -3.708 0.10
H -0.311 5.797 -0.678 0.11
H -0.513 4.255 -1.515 0.10
H -2.618 5.312 -0.499 0.11
H -2.514 6.535 -1.764 0.11
H -2.689 4.718 -3.494 0.07
H -4.074 4.723 -2.406 0.07
H -2.798 3.523 -2.199 0.07

***

<two>
58
Properties=species:S:1:pos:R:3:lowdin_charge:R:1 method="wB97M-V/def2-TZVPD" homo_energy_ev=-8.21 charge=0 smiles="CCCCCNC(=O)c1ccc2c(=O)[nH]c3c(C(=O)NC[C@H]4CCCO4)sc(=S)n3c2c1" spin_multiplicity=1 homo_lumo_gap_ev=7.64
C -6.901 -3.612 0.730 -0.11
H -6.689 -4.348 -0.043 0.08
H -7.468 -4.100 1.520 0.07
C -7.697 -2.448 0.151 -0.27
H -7.856 -1.694 0.924 0.10
H -8.681 -2.811 -0.153 0.10
C -7.035 -1.809 -1.071 -0.22
C -5.648 -1.216 -0.818 -0.19
C -5.666 -0.077 0.202 -0.17
N -4.368 0.552 0.298 0.07
C -4.144 1.830 -0.069 -0.45
O -5.019 2.595 -0.422 0.07
C -2.710 2.266 0.025 -0.10
C -1.668 1.389 -0.240 0.01
C -0.346 1.812 -0.154 -0.10
C -0.083 3.160 0.139 -0.05
C -1.139 4.034 0.386 0.02
C -2.444 3.596 0.343 0.01
H -3.270 4.263 0.529 0.12
H -0.893 5.063 0.602 0.13
C 1.284 3.714 0.132 -0.39
O 1.573 4.854 0.404 0.11
N 2.239 2.802 -0.258 0.21
C 2.013 1.483 -0.472 -0.24
C 3.001 0.586 -0.772 -0.36
C 4.414 0.939 -0.911 -0.50
O 4.791 2.090 -0.712 0.04
N 5.231 -0.060 -1.282 0.07
H 4.874 -1.000 -1.377 0.11
C 6.665 0.067 -1.332 -0.11
H 7.019 -0.270 -2.310 0.13
H 6.915 1.119 -1.189 0.13
C 7.316 -0.792 -0.233 -0.31
H 8.398 -0.823 -0.416 0.15
C 7.008 -0.289 1.185 -0.12
H 7.814 0.325 1.580 0.12
H 6.091 0.302 1.180 0.11
C 6.803 -1.584 1.968 -0.15
H 6.154 -1.465 2.832 0.11
C 6.191 -2.485 0.898 -0.20
H 6.368 -3.548 1.065 0.12
O 6.825 -2.127 -0.317 -0.11
H 5.106 -2.315 0.824 0.11
H 7.762 -1.988 2.292 0.12
S 2.320 -1.019 -0.887 1.04
C 0.718 -0.423 -0.504 -1.04
S -0.522 -1.475 -0.292 0.66
N 0.743 0.947 -0.372 0.00
H 3.230 3.070 -0.335 0.15
H -1.882 0.380 -0.544 0.01
H -3.599 -0.032 0.583 0.13
H -5.954 -0.449 1.189 0.12
H -6.369 0.700 -0.107 0.13
H -4.963 -1.996 -0.480 0.10
H -5.263 -0.825 -1.762 0.12
H -6.944 -2.566 -1.854 0.11
H -7.688 -1.020 -1.448 0.11
H -5.958 -3.275 1.152 0.06

***

Most stable structure: <two>

***

<one>
25
Properties=species:S:1:pos:R:3:lowdin_charge:R:1 method="wB97M-V/def2-TZVPD" homo_energy_ev=-12.41 charge=+1 smiles=C[C@]([NH3+])(c1ccco1)c1cccs1 spin_multiplicity=1 homo_lumo_gap_ev=9.31
C 2.663 2.184 0.744 -0.02
C -3.323 0.633 0.799 -0.14
C 1.391 1.499 1.138 0.07
C -2.121 -0.061 0.943 -0.12
C 3.161 1.475 -0.269 -0.11
C -3.304 1.492 -0.266 -0.33
C 1.303 0.464 0.189 -0.26
C -1.163 0.141 0.002 -0.45
C 0.334 -1.859 0.203 0.01
C 0.184 -0.457 -0.284 -0.42
N 0.324 -0.344 -1.814 0.24
O 2.389 0.396 -0.586 0.02
S -1.779 1.349 -1.071 1.07
H 3.013 3.118 1.100 0.11
H -4.288 0.476 1.218 0.11
H 0.884 1.623 2.085 0.12
H -1.990 -0.539 1.809 0.08
H 4.207 1.546 -0.591 0.14
H -4.100 2.104 -0.677 0.09
H 1.350 -2.251 0.022 0.11
H -0.410 -2.465 -0.340 0.10
H 0.059 -2.055 1.312 0.15
H -0.338 -0.839 -2.254 0.11
H 1.199 -0.633 -2.141 0.15
H 0.226 0.696 -2.038 0.15

***

<two>
25
Properties=species:S:1:pos:R:3:lowdin_charge:R:1 method="wB97M-V/def2-TZVPD" homo_energy_ev=-12.49 charge=+1 spin_multiplicity=1 homo_lumo_gap_ev=7.31
C 3.322 0.219 0.255 -0.05
C 3.231 -1.168 0.032 -0.03
C 2.225 1.005 0.639 0.02
C 1.999 -1.802 -0.077 0.03
C 0.936 0.374 0.639 -0.15
C 0.905 -0.936 0.197 -0.17
C -1.373 1.161 0.193 -0.32
C -0.342 0.907 1.220 -0.08
C -1.439 2.474 -0.511 0.03
C -2.832 -1.930 -1.141 -0.18
N -2.269 0.285 -0.171 -0.16
O -0.430 -1.551 0.061 -0.32
S -2.158 -1.266 0.430 1.25
H 4.233 0.700 0.288 0.08
H 4.077 -1.815 -0.102 0.11
H 2.461 2.011 0.954 0.12
H 1.769 -2.783 -0.270 0.10
H -0.633 0.234 1.949 0.10
H -0.048 1.797 1.677 0.12
H -0.468 2.771 -0.606 0.06
H -2.092 3.149 0.080 0.13
H -1.958 2.349 -1.443 0.10
H -2.183 -2.108 -1.930 0.05
H -3.639 -1.191 -1.382 0.09
H -3.293 -2.887 -0.982 0.06

***

Most stable structure: <one>

***

<one>
10
Properties=species:S:1:pos:R:3:lowdin_charge:R:1 method="wB97M-V/def2-TZVPD" homo_energy_ev=-7.78 charge=0 smiles=N[PH]#[PH]P spin_multiplicity=1 homo_lumo_gap_ev=8.13
N -2.558 -0.241 -0.033 -0.29
P -1.036 0.331 -0.803 0.56
P 2.431 -0.586 -0.445 0.33
P 1.144 1.052 0.149 0.18
H -2.986 0.486 0.518 0.00
H -2.656 -1.129 0.399 -0.01
H -1.240 1.598 -0.825 -0.23
H 2.894 -0.781 1.000 -0.12
H 3.386 0.357 -0.420 -0.24
H 1.408 1.703 -1.077 -0.18

***

<two>
10
Properties=species:S:1:pos:R:3:lowdin_charge:R:1 method="wB97M-V/def2-TZVPD" homo_energy_ev=-8.12 charge=0 smiles="N=[PH](P)P" spin_multiplicity=1 homo_lumo_gap_ev=8.68
N -0.124 1.768 -0.622 -0.36
P 1.542 -1.204 -0.269 0.52
P -1.951 -0.858 -0.090 0.51
P -0.095 0.138 0.294 0.17
H 0.793 2.166 -0.436 -0.14
H 2.453 -0.154 -0.151 -0.16
H 1.780 -1.644 1.032 -0.17
H -1.740 -0.715 -1.458 -0.15
H -2.603 0.367 0.000 -0.15
H -0.056 0.135 1.701 -0.07

***

Most stable structure: <one>

***

<one>
24
Properties=species:S:1:pos:R:3:lowdin_charge:R:1 method="wB97M-V/def2-TZVPD" homo_energy_ev="-12.12 / -12.12" charge=+1 spin_multiplicity=1 homo_lumo_gap_ev="7.46 / 7.46"
C 2.126 -0.125 -0.038 -0.44
C -0.713 -1.591 1.312 -0.11
C -2.473 -0.147 -0.208 -0.11
C 0.924 0.114 -0.538 -0.11
C -0.458 -1.920 -0.084 0.03
C -1.266 0.511 -0.852 -0.03
C -1.684 -1.338 0.211 -0.12
C -0.575 1.492 1.180 0.05
N 3.017 -0.627 -0.889 0.17
N -0.176 0.837 -0.131 -0.11
O 2.577 -0.124 1.226 0.10
H -0.873 -2.323 2.054 0.09
H 0.019 -0.782 1.788 0.12
H -3.233 0.243 0.549 0.15
H -3.094 -0.423 -1.158 0.15
H 0.721 -0.141 -1.590 0.15
H -0.137 -2.647 -0.664 0.07
H -1.201 0.229 -1.921 0.16
H -1.033 2.378 0.836 0.09
H -1.232 0.751 1.766 0.12
H 0.343 1.698 1.691 0.08
H 2.937 -0.806 -1.917 0.16
H 3.914 -1.033 -0.537 0.16
H 2.525 0.893 1.447 0.19

***

<two>
24
Properties=species:S:1:pos:R:3:lowdin_charge:R:1 method="wB97M-V/def2-TZVPD" homo_energy_ev=-13.51 charge=+1 smiles="C=C[C@H](c1ccno1)[NH+](C)C" spin_multiplicity=1 homo_lumo_gap_ev=10.29
C -0.954 0.759 -2.733 0.07
C -1.157 -0.214 -3.793 -0.09
C -0.074 -0.009 -1.903 -0.28
C 2.037 1.852 0.456 0.07
C 0.936 1.654 -0.275 -0.06
C -1.386 -1.339 0.076 0.04
C 0.506 -0.750 1.760 0.00
C 0.638 0.086 -0.605 -0.15
N -0.536 -1.340 -3.548 0.06
N -0.301 -0.356 0.536 -0.15
O 0.201 -1.168 -2.501 -0.01
H -1.257 1.750 -2.544 0.10
H -1.742 0.062 -4.677 0.13
H 2.262 2.901 0.642 0.09
H 2.448 0.973 0.831 0.04
H 0.433 2.340 -0.849 0.07
H -2.036 -1.504 0.895 0.08
H -2.000 -0.797 -0.647 0.10
H -1.108 -2.340 -0.346 0.14
H 1.318 -1.505 1.446 0.13
H 0.831 0.211 2.269 0.11
H -0.290 -1.252 2.521 0.15
H 1.578 -0.582 -0.429 0.18
H -0.708 0.528 0.830 0.16

***

Most stable structure: <two>